[1]
DFT (the ωB97M-V functional and the def2-TZVPD basis) results for a 4-piece molecular cluster, C17H28FN3O12S3 overall.

Calculated values
E_HOMO   -8.00 eV
Gap between HOMO and LUMO   0.30185 Ha
SMILES   NN(CCCSC(=S)N1CCOCC1)S(=O)(=O)F.O=C1OCCO1.O=C1OCCO1.O=C1OCCO1
LUMO level   0.21 eV

Element x y z (Å)
N: 1.5844 -1.6433 0.8116
N: 1.6953 -0.5983 -0.1852
C: 2.5828 0.4291 0.3702
C: 2.6737 1.6748 -0.5218
C: 2.2287 2.9202 0.2427
S: 0.4734 2.8202 0.6913
C: -0.3948 3.0635 -0.8325
S: 0.3303 3.9041 -2.0316
N: -1.6614 2.5314 -1.0436
C: -2.6111 2.7125 0.0721
C: -3.4864 1.4904 0.3070
O: -2.7972 0.2715 0.4615
C: -1.6154 0.1977 -0.3115
C: -1.6434 1.1313 -1.5029
S: 2.3725 -1.2105 -1.5980
O: 3.7747 -1.0790 -1.6394
O: 1.6841 -0.6842 -2.7073
F: 2.0270 -2.7135 -1.5131
H: 1.1330 -1.2697 1.6401
H: 1.0455 -2.4217 0.4548
H: 3.5700 0.0199 0.5583
H: 2.1743 0.7010 1.3344
H: 3.7276 1.7987 -0.7509
H: 2.0972 1.5539 -1.4283
H: 2.7629 2.9249 1.1886
H: 2.4646 3.8395 -0.2732
H: -2.1444 3.0441 0.9968
H: -3.2951 3.5061 -0.2227
H: -4.2460 1.3970 -0.4670
H: -4.0332 1.6487 1.2309
H: -1.4276 -0.8135 -0.6580
H: -0.7860 0.4746 0.3279
H: -0.8218 0.9329 -2.1752
H: -2.5377 0.9435 -2.0844
O: -1.4285 -3.5112 2.6226
C: -0.9508 -4.5337 2.2684
O: -1.1457 -5.7331 2.8711
C: -0.5958 -6.7508 2.0300
C: 0.4319 -5.9854 1.2238
O: -0.1232 -4.6664 1.1961
H: -0.1621 -7.5483 2.6272
H: -1.3927 -7.1633 1.4088
H: 1.4064 -5.9475 1.7135
H: 0.5564 -6.3700 0.2150
O: 0.7942 0.3233 3.6822
C: 0.9848 1.3301 4.2831
O: 0.9148 1.4543 5.6269
C: 1.4376 2.7406 5.9820
C: 1.2437 3.5327 4.7060
O: 1.3106 2.5111 3.7062
H: 0.8966 3.1538 6.8285
H: 2.4895 2.6296 6.2507
H: 0.2649 4.0116 4.6536
H: 2.0139 4.2818 4.5439
O: -3.6991 0.2625 -4.1227
C: -2.7616 0.0890 -4.8297
O: -1.5119 -0.2039 -4.3945
C: -0.7185 -0.5609 -5.5303
C: -1.4491 0.1265 -6.6630
O: -2.7971 0.1586 -6.1823
H: 0.3038 -0.2152 -5.4054
H: -0.7167 -1.6475 -5.6300
H: -1.1075 1.1508 -6.8212
H: -1.3895 -0.4171 -7.6020

Results of the Mulliken charge analysis, in e, for atoms 1 through 6: N -0.7670; N 0.5395; C -0.7160; C -0.3386; C -1.2352; S 0.0523

=====

[2]
DFT (the ωB97M-V functional and the def2-TZVPD basis) results for C17H28IrN3OP as an isolated structure.

Calculated values
E_HOMO (spin up / spin down)   -14.81 / -18.82 eV
Total charge   +3
Spin multiplicity   7
Gap between HOMO and LUMO (spin up / spin down)   0.18187 / 0.16388 Ha
Expectation value of S²   12.03
LUMO level (spin up / spin down)   -9.86 / -14.36 eV

Element x y z (Å)
C: -1.1952 0.0925 -2.9175
C: -2.3317 0.6362 -2.0964
N: -2.1338 0.8016 -0.7814
C: -2.9363 1.5677 -0.0005
C: -4.1572 1.9573 -0.5273
C: -4.4876 1.6161 -1.8365
C: -3.5259 1.0548 -2.6707
C: -2.3251 2.2276 1.1760
P: -0.8808 1.0896 1.7794
H: -3.6361 0.8942 -3.7418
H: -4.8431 2.5248 0.0951
H: -5.4115 1.9815 -2.2818
C: -0.9379 -2.0899 -2.0533
C: 1.0444 -0.8434 -2.6375
H: -3.0435 2.6248 1.9451
H: -0.5891 0.8763 -3.4026
H: -1.6226 -0.5427 -3.7156
C: -1.3623 0.0489 3.1892
C: 0.2706 2.2284 2.5666
H: -0.5189 -0.3189 3.7730
H: -1.9603 0.6651 3.8536
H: -1.9526 -0.8047 2.8679
H: 1.2266 1.7503 2.7988
H: 0.4117 3.0726 1.8881
H: -0.1335 2.5969 3.5104
H: 0.9485 -1.2539 -3.6613
H: 1.4537 0.1810 -2.6806
H: 1.6536 -1.5452 -2.0399
H: -1.0555 -2.4363 -3.0965
H: -0.2966 -2.8272 -1.5672
H: -1.9219 -2.0824 -1.5762
Ir: -0.2659 0.2097 -0.1447
H: -1.0998 -0.9648 0.5527
O: 0.8963 1.6192 -1.4188
H: -1.8929 3.1647 0.8942
H: 0.3001 2.3907 -1.4681
N: -0.3128 -0.7323 -2.0315
C: 5.2401 -2.2478 1.8757
C: 3.9210 -1.6947 1.4065
C: 2.8508 -2.5535 1.1634
C: 1.6301 -2.0392 0.7567
N: 1.4855 -0.7139 0.5340
C: 2.5029 0.1279 0.7541
C: 3.7273 -0.3289 1.2033
H: 5.1200 -2.8229 2.8071
H: 5.6496 -2.9643 1.1468
H: 5.9853 -1.4556 2.0449
H: 2.9502 -3.6281 1.2783
H: 0.7652 -2.6860 0.6023
H: 2.2938 1.1676 0.5167
H: 4.5031 0.4087 1.3673

Results of the Mulliken charge analysis, in e, for atoms 1 through 6: C -0.9091; C 0.9725; N 0.4474; C 0.8971; C -0.7431; C -0.5320

=====

[3]
DFT (the ωB97M-V functional and the def2-TZVPD basis) results for C17H28K2N5O9S as an isolated structure.

Calculated values
E_HOMO (spin up / spin down)   -11.92 / -11.92 eV
Total charge   +2
Spin multiplicity   2
Gap between HOMO and LUMO (spin up / spin down)   0.20757 / 0.09630 Ha
Expectation value of S²   0.76
LUMO level (spin up / spin down)   -6.27 / -9.30 eV

Element x y z (Å)
K: 2.0628 24.3600 8.3431
K: -0.9410 26.2846 6.3233
C: 1.3882 28.2483 8.7896
O: 0.9091 26.9818 8.3892
H: 0.5467 28.9326 8.6817
H: 1.8762 28.1060 9.7537
H: 2.3071 28.4924 8.2566
C: 4.2208 27.6000 11.0951
N: 4.0074 27.0314 12.4171
O: 4.5295 25.9656 12.7016
O: 3.3220 27.6821 13.2137
H: 5.2784 27.4371 10.8880
H: 3.8927 28.6394 11.0808
H: 3.5350 27.1277 10.3918
C: 1.7216 30.5515 13.9379
N: 1.3651 29.8338 12.7036
O: 1.8856 30.2594 11.6658
O: 0.5457 28.9455 12.8634
H: 1.6711 31.5713 13.5564
H: 2.7592 30.2852 14.1393
H: 0.9744 30.3770 14.7122
C: 2.9991 32.4524 6.0500
C: 3.7303 31.2601 6.7770
O: 3.4035 31.2619 8.2060
S: 2.1104 32.2712 8.4772
O: 2.3184 32.9518 9.7493
O: 0.8592 31.5758 8.3137
O: 2.5127 33.2407 7.1841
H: 2.2326 31.9803 5.4354
H: 3.6947 32.9794 5.3969
H: 4.7994 31.2269 6.5672
H: 3.3178 30.3377 6.3681
N: -4.1551 28.2789 9.1339
C: -2.8705 28.7103 9.3289
C: -2.6068 28.9011 10.6900
C: -3.7702 28.5377 11.3416
C: -4.6686 27.9998 10.3646
H: -4.6837 28.1415 8.2844
H: -2.3014 28.8698 8.4250
H: -1.7207 29.2011 11.2295
H: -3.9424 28.6086 12.4054
H: -5.6834 27.6506 10.4862
N: 0.6393 27.5310 3.7460
C: 1.3729 28.1064 4.7209
C: 0.5259 29.1276 5.1729
C: -0.5498 29.3136 4.3343
C: -0.4319 28.2662 3.3946
H: 0.7149 26.6033 3.3538
H: 2.2550 27.5683 5.0352
H: 0.7060 29.7356 6.0471
H: -1.3553 30.0318 4.3764
H: -1.0586 27.8920 2.5985
N: 5.4309 28.9737 8.1601
C: 6.5023 29.8138 8.4882
C: 7.6956 29.1335 8.4506
C: 7.3535 27.8127 7.9501
C: 5.9733 27.7795 7.8461
H: 4.4374 29.1026 8.2881
H: 6.3492 30.8204 8.8481
H: 8.6062 29.6174 8.7716
H: 8.0201 26.9944 7.7213
H: 5.3365 26.9105 7.7710

Results of the Mulliken charge analysis, in e, for atoms 1 through 6: K 0.9593; K 0.8839; C 0.3808; O -0.9255; H 0.0112; H -0.0782

=====

[4]
DFT (the ωB97M-V functional and the def2-TZVPD basis) results for a 2-piece molecular cluster, C17H29BBrF2N2O2 overall.

Calculated values
E_HOMO   -10.76 eV
Total charge   +1
Gap between HOMO and LUMO   0.26384 Ha
LUMO level   -3.59 eV

Element x y z (Å)
C: 2.8539 1.1933 -0.3457
N: 1.7490 0.1988 -0.3028
C: 2.2473 -1.1090 0.1911
B: 1.1991 0.0472 -1.6351
O: 2.0511 0.0337 -2.7467
C: -0.4208 0.0314 -1.8646
C: -1.1432 0.3675 -0.5461
C: -2.4305 1.1880 -0.7199
C: -3.4171 0.9851 0.4327
Br: -2.5814 1.1702 2.1558
O: -0.6408 1.1462 -2.7713
C: -1.1972 0.8557 -4.0224
C: -0.5100 -0.2985 -4.7018
N: -0.6520 -1.5371 -3.8516
C: -1.0426 -1.2660 -2.3930
C: -0.7429 -2.5256 -1.5715
C: -1.8567 -2.9930 -0.6275
F: -1.5267 -2.6754 0.6731
H: 3.7564 0.7893 -0.8097
H: 2.5495 2.0598 -0.9294
H: 3.0943 1.5092 0.6654
H: 1.5885 -1.5117 0.9600
H: 2.3613 -1.8530 -0.6059
H: 3.2321 -0.9887 0.6330
H: 2.0039 -0.7955 -3.2145
H: -0.4588 0.9018 0.1024
H: -1.4007 -0.5420 -0.0073
H: -2.9688 0.8882 -1.6238
H: -2.1813 2.2434 -0.7980
H: -3.8688 -0.0024 0.3569
H: -4.2218 1.7071 0.3440
H: -1.0832 1.7364 -4.6511
H: -2.2761 0.6761 -3.9332
H: 0.5414 -0.0730 -4.8409
H: -0.9871 -0.4831 -5.6601
H: -1.3623 -2.1472 -4.2465
H: 0.2185 -2.0627 -3.8425
H: -2.1260 -1.1337 -2.4210
H: 0.1592 -2.4288 -0.9713
H: -0.5616 -3.3514 -2.2666
H: -1.9508 -4.0755 -0.6723
H: -2.8167 -2.5359 -0.8634
F: 0.9614 3.2184 7.2420
C: 1.1819 2.3018 6.2835
C: 2.4301 1.7192 6.1914
C: 2.6510 0.7732 5.2016
C: 1.6330 0.4284 4.3230
C: 0.3874 1.0299 4.4366
C: 0.1522 1.9744 5.4242
H: 3.2086 2.0057 6.8851
H: 3.6217 0.3030 5.1200
H: 1.8094 -0.3105 3.5521
H: -0.4047 0.7644 3.7493
H: -0.8117 2.4529 5.5342

Results of the Mulliken charge analysis, in e, for atoms 1 through 6: C -1.2653; N -0.0007; C -1.1887; B 0.3941; O -0.5796; C 0.5331

=====

> Which formula does entry 4 have?

C17H29BBrF2N2O2